No. 1
{
  "formula": "C2H7PS",
  "method": "ωB97M-V with the def2-TZVPD basis set",
  "elements": ["C", "C", "P", "S", "H", "H", "H", "H", "H", "H", "H"],
  "positions_angstrom": [[-0.4528, -0.7486, -0.3141], [0.5750, 0.3262, -0.4001], [-2.0410, -0.2503, 1.3819], [1.8291, 0.0066, -1.8673], [-0.1008, -1.6070, 0.1916], [-1.0577, -0.8020, -1.1321], [0.1902, 1.2393, -0.5484], [1.0608, 0.3635, 0.5106], [-2.0250, 1.1046, 1.0753], [-0.9164, -0.0303, 2.2525], [2.9388, 0.3979, -1.1500]],
  "total_charge": 0,
  "relative_energy_kj_mol": 89.1,
  "multiplicity": 3,
  "e_tot_ev": -22305.859,
  "s_squared": 2.008,
  "homo_lumo_gap_ev": [6.8, 6.8],
  "max_force_ev_per_a": 4.73,
  "e_homo_ev": [-5.94, -9.36]
}

No. 2
{
  "formula": "C6H8O3",
  "method": "ωB97M-V with the def2-TZVPD basis set",
  "elements": ["C", "C", "C", "O", "O", "H", "H", "H", "H", "C", "C", "C", "O", "H", "H", "H", "H"],
  "positions_angstrom": [[-1.9039, 0.3481, 0.4806], [-1.0191, 0.4766, -0.3741], [-0.3548, 0.6005, -1.6869], [0.6986, 1.5224, -1.5507], [0.0887, -0.6289, -2.1898], [-2.8966, 0.4933, 0.8362], [-1.1092, 0.9528, -2.4074], [1.1499, 1.5917, -2.4008], [0.6460, -1.0461, -1.5149], [1.4688, -1.0782, 0.6864], [0.7007, -0.0558, 1.1068], [-0.5572, -0.2470, 1.9738], [-0.7094, 0.4558, 2.9758], [1.1337, -2.1046, 0.7748], [2.4196, -0.9186, 0.1958], [1.1034, 0.9510, 1.1231], [-0.8590, -1.3130, 1.9713]],
  "total_charge": 0,
  "relative_energy_kj_mol": 479.0,
  "smiles": "C#CC(O)O.C=CC=O",
  "e_tot_ev": -12489.149,
  "homo_lumo_gap_ev": 9.4,
  "max_force_ev_per_a": 3.56,
  "e_homo_ev": -9.48
}

No. 3
{
  "formula": "C2H4O2Zn",
  "method": "ωB97M-V with the def2-TZVPD basis set",
  "elements": ["C", "C", "O", "H", "H", "H", "Zn", "O", "H"],
  "positions_angstrom": [[-0.1756, 0.2575, -0.3099], [-1.3154, -0.3985, 0.3179], [0.9525, -0.2510, -0.0997], [-0.2026, 1.2520, -0.7690], [-2.0550, 0.3736, 0.5802], [-1.7784, -1.0606, -0.4305], [3.4757, 0.4733, 0.3140], [2.0094, 0.3593, -0.7699], [-0.9104, -1.0056, 1.1668]],
  "total_charge": 1,
  "relative_energy_kj_mol": 19.2,
  "multiplicity": 2,
  "e_tot_ev": -54639.700,
  "s_squared": 0.752,
  "homo_lumo_gap_ev": [7.4, 10.3],
  "max_force_ev_per_a": 1.95,
  "e_homo_ev": [-12.87, -16.16]
}

No. 4
{
  "formula": "C10H13NO",
  "method": "ωB97M-V with the def2-TZVPD basis set",
  "elements": ["C", "C", "N", "C", "C", "C", "C", "C", "C", "C", "O", "C", "H", "H", "H", "H", "H", "H", "H", "H", "H", "H", "H", "H", "H"],
  "positions_angstrom": [[-0.3650, -2.3802, 1.0844], [-0.2890, -2.2026, -0.2068], [0.6395, -1.5780, -1.0418], [1.3423, -0.5636, -0.5167], [2.7567, -0.5058, -0.5208], [3.3818, 0.5650, -0.0113], [2.6631, 1.6678, 0.4627], [1.2864, 1.5876, 0.5823], [0.5709, 0.4860, 0.0084], [-0.9090, 0.4566, -0.0630], [-1.3095, 1.4092, -0.9718], [-2.0407, 2.5220, -0.2532], [-1.3142, -2.8204, 1.4827], [0.4190, -2.0009, 1.7124], [-1.1472, -2.4439, -0.8991], [1.1477, -2.1808, -1.5282], [3.1109, -1.5334, -0.7585], [4.3835, 0.4768, 0.0762], [3.1872, 2.5264, 0.7695], [0.8378, 2.4812, 1.0699], [-1.2691, -0.4448, -0.4671], [-1.3299, 0.7753, 0.9898], [-1.3261, 3.0134, 0.3082], [-2.8653, 2.1529, 0.3141], [-2.3817, 3.1357, -1.0730]],
  "total_charge": 0,
  "relative_energy_kj_mol": 321.1,
  "smiles": "C=CNc1ccccc1COC",
  "e_tot_ev": -14115.106,
  "homo_lumo_gap_ev": 8.9,
  "max_force_ev_per_a": 4.98,
  "e_homo_ev": -7.86
}

No. 5
{
  "formula": "C22H42IrNOP3S",
  "method": "ωB97M-V with the def2-TZVPD basis set",
  "elements": ["Ir", "P", "P", "P", "H", "C", "C", "H", "C", "C", "C", "C", "C", "C", "C", "C", "C", "H", "H", "H", "H", "H", "H", "H", "H", "H", "H", "H", "H", "H", "H", "H", "H", "H", "H", "H", "H", "H", "H", "H", "H", "H", "H", "H", "H", "H", "C", "C", "C", "C", "C", "C", "O", "H", "H", "H", "H", "H", "H", "S", "C", "N", "C", "C", "C", "C", "H", "H", "H", "H", "H"],
  "positions_angstrom": [[-0.1500, -0.0299, -0.8653], [1.4302, 0.9344, 0.6663], [-1.0272, 1.9534, -1.4276], [1.6024, -0.4939, -2.2798], [-1.7729, -2.2806, -0.6215], [-0.6976, -2.1729, -0.8132], [0.1952, -1.9390, 0.2769], [-0.1862, -1.8330, 1.2975], [0.9170, 1.2728, 2.3862], [2.2362, 2.5292, 0.2506], [2.8889, -0.1165, 1.0328], [-2.7783, 1.8095, -1.9929], [-1.2076, 3.1690, -0.0634], [-0.0801, 2.9062, -2.6594], [2.5556, -2.0114, -1.8318], [3.0038, 0.6753, -2.5031], [1.1083, -0.7962, -4.0151], [-0.3405, -2.6539, -1.7297], [1.2225, -2.2955, 0.2250], [0.7115, 0.3318, 2.9168], [0.0518, 1.9460, 2.4210], [1.7579, 1.7602, 2.8990], [1.5258, 3.3579, 0.1593], [2.8577, 2.4375, -0.6474], [2.9012, 2.7504, 1.0985], [2.5709, -1.1280, 1.3101], [3.3803, 0.3237, 1.9104], [3.6125, -0.1294, 0.2088], [-2.7288, 2.0233, -3.0795], [-3.3697, 2.5944, -1.4639], [-3.2467, 0.8205, -1.8347], [-1.4091, 4.1484, -0.5221], [-0.3006, 3.2631, 0.5452], [-2.0447, 2.8839, 0.5843], [-0.7089, 3.7562, -2.9753], [0.1937, 2.3072, -3.5403], [0.8224, 3.3271, -2.2014], [3.2374, -2.2812, -2.6503], [1.8975, -2.8601, -1.6258], [3.1627, -1.8200, -0.9402], [3.6178, 0.3451, -3.3536], [3.6568, 0.7063, -1.6236], [2.6485, 1.6891, -2.7291], [1.8943, -1.3924, -4.4931], [0.9428, 0.1400, -4.5634], [0.1990, -1.4020, -4.0938], [-2.3665, -1.7238, -4.6811], [-3.3505, -1.1721, -5.5304], [-3.6127, -1.7856, -6.7715], [-2.9426, -2.9443, -7.1855], [-1.8664, -3.3712, -6.4085], [-1.5858, -2.8008, -5.1551], [-2.2287, -1.2464, -3.3817], [-1.3383, -0.8161, -3.1514], [-3.8653, -0.2771, -5.1776], [-4.3484, -1.3122, -7.4217], [-3.2046, -3.4634, -8.1242], [-1.1998, -4.1550, -6.7877], [-0.7575, -3.1501, -4.5271], [-2.2583, 0.0714, 0.8286], [-1.9576, -0.1658, 2.4908], [-1.6477, -1.4297, 2.9685], [-1.3600, -1.6952, 4.2787], [-1.4211, -0.6814, 5.2110], [-1.8274, 0.5990, 4.7912], [-2.1037, 0.8397, 3.4513], [-1.6497, -2.2003, 2.3056], [-1.0686, -2.7218, 4.5131], [-1.1385, -0.8879, 6.2488], [-1.9049, 1.4075, 5.5159], [-2.3751, 1.8218, 3.0767]],
  "total_charge": 3,
  "relative_energy_kj_mol": 80.4,
  "multiplicity": 5,
  "e_tot_ev": -68545.920,
  "s_squared": 6.047,
  "homo_lumo_gap_ev": [5.1, 5.0],
  "max_force_ev_per_a": 2.77,
  "e_homo_ev": [-13.43, -17.09]
}

No. 6
{
  "formula": "C17H25Cl5NO2P2Zr",
  "method": "ωB97M-V with the def2-TZVPD basis set",
  "elements": ["C", "C", "N", "C", "C", "C", "C", "P", "Zr", "P", "C", "O", "O", "H", "H", "H", "C", "C", "H", "H", "H", "H", "C", "C", "H", "H", "H", "H", "H", "H", "H", "H", "H", "H", "H", "H", "H", "H", "H", "H", "H", "H", "Cl", "C", "C", "C", "Cl", "C", "Cl", "C", "Cl", "C", "Cl"],
  "positions_angstrom": [[0.9991, -1.2766, -4.1124], [1.0718, -0.8760, -2.7646], [-0.1137, -0.7159, -2.0717], [-1.3131, -0.9925, -2.6344], [-1.4079, -1.3641, -3.9678], [-0.2305, -1.5022, -4.7164], [2.3129, -0.5638, -2.1010], [2.3237, -0.3199, -0.3350], [-0.0213, -0.1570, 0.0654], [-2.3458, 0.0271, -0.1930], [-2.5389, -0.9961, -1.7282], [1.8367, 2.2111, -2.8861], [-0.8172, 2.6741, -2.5936], [1.9305, -1.4035, -4.6768], [-2.3941, -1.5711, -4.4047], [-0.2758, -1.8030, -5.7664], [3.0837, -1.7165, 0.5453], [3.3965, 1.0976, 0.0558], [-3.4411, -0.7002, -2.2837], [-2.6959, -2.0323, -1.3747], [2.0479, 1.2743, -2.6249], [3.2380, -0.8219, -2.6186], [-3.3396, -0.7793, 1.0853], [-3.1321, 1.6153, -0.5436], [0.3848, 1.4703, -0.0305], [-0.7151, 3.5650, -2.2232], [0.1240, 2.4314, -2.8169], [2.1841, 2.2823, -3.7917], [-0.1261, -1.5540, 0.4425], [-0.1275, 1.3333, -0.8286], [4.1252, -1.8472, 0.2159], [3.0621, -1.5229, 1.6318], [2.5128, -2.6338, 0.3371], [4.4407, 0.8588, -0.1966], [3.0735, 1.9712, -0.5318], [3.3248, 1.3327, 1.1327], [-4.1982, 1.4749, -0.7861], [-3.0425, 2.2725, 0.3383], [-2.5997, 2.0820, -1.3921], [-4.3993, -0.8312, 0.7877], [-2.9523, -1.7933, 1.2755], [-3.2469, -0.2025, 2.0195], [-0.1683, -2.1251, 2.8388], [-0.4829, -0.4360, 3.2108], [-0.4605, 0.5644, 2.2262], [-0.6840, 1.8983, 2.5859], [-0.6368, 3.1934, 1.3936], [-0.9511, 2.2536, 3.9318], [-1.2319, 3.8998, 4.3853], [-0.9820, 1.2388, 4.9301], [-1.2966, 1.6472, 6.5779], [-0.7425, -0.1174, 4.5651], [-0.7652, -1.3443, 5.7874]],
  "total_charge": 1,
  "e_tot_ev": -106076.432,
  "homo_lumo_gap_ev": [5.2, 5.2],
  "max_force_ev_per_a": 9.97,
  "e_homo_ev": [-10.56, -10.56]
}